# 1
ORCA calculation (wB97M-V/def2-TZVPD) on a single C5H6O2 molecule.

As for the relative energy (zero: lowest compared OMol25 entry of this formula, charge and spin): 2.676 eV. As for the SMILES: C=C=C(C=O)CO. The lowest unoccupied orbital energy is 0.54 eV. The calculation puts the gap between HOMO and LUMO at 10.4 eV.

```
13
Properties=species:S:1:pos:R:3:mulliken_charge:R:1
C -1.6242 -1.1011 1.4626 -0.80
C -0.5751 -0.6558 0.8245 0.07
C 0.1417 -0.0312 -0.0738 0.58
C -0.9170 0.5661 -0.9822 -0.16
O -1.0495 1.7387 -1.2252 -0.48
C 1.6495 0.1881 -0.0842 -0.46
O 2.1907 0.4629 -1.3541 -0.53
H -2.1633 -0.4530 2.1489 0.26
H -1.9959 -2.1053 1.2887 0.27
H -1.6663 -0.1886 -1.3004 0.36
H 1.9326 0.9573 0.6492 0.24
H 2.1185 -0.7454 0.2433 0.31
H 1.9583 1.3674 -1.5973 0.33
```

=====

# 2
ORCA calculation (wB97M-V/def2-TZVPD) on 2 unconnected molecules or ions with the total composition C4H9N2 at a distorted geometry.

As for the relative energy (zero: lowest compared OMol25 entry of this formula, charge and spin): 6.411 eV. As for the net charge: +1. The lowest unoccupied orbital energy (spin up / spin down) is -3.40 / -7.12 eV. The calculation puts the gap between HOMO and LUMO (spin up / spin down) at 10.9 / 3.5 eV.

```
15
Properties=species:S:1:pos:R:3:mulliken_charge:R:1
C 2.1939 -0.9794 -2.4811 -0.76
C 2.1748 -0.5135 -1.1802 0.36
C -0.4689 0.6439 1.5702 -0.27
C -2.9788 0.1328 1.5287 -0.73
N 1.8657 0.7341 -0.9493 -0.27
N -1.5597 0.3460 2.0452 -0.02
H 2.4502 -2.0018 -2.7537 0.29
H 1.7511 -0.3213 -3.1646 0.30
H 2.1742 -1.0509 -0.2661 0.35
H -2.9850 -0.7643 0.9808 0.30
H -3.7094 0.3152 2.3948 0.30
H -3.2186 0.9568 0.8359 0.30
H 2.0953 0.9510 -0.0062 0.29
H -1.6300 0.0910 3.0971 0.31
H 1.8453 1.4604 -1.6514 0.24
```